The following is a quantum chemistry calculation of C6H8O2 in the gas phase, from OMol25.

Each line ends with the natural charge from an NBO analysis.
Cartesian coordinates (Å):
C  -2.3689  0.6703  0.6794  -0.285
C  -0.4867  -0.5177  -0.3587  0.328
C  0.4355  -1.4635  -0.8073  -0.328
C  1.6565  -0.5137  -0.8278  0.051
C  1.7086  0.0810  0.5364  -0.432
C  0.4398  0.7051  -0.1003  -0.015
H  -3.2828  0.2324  1.2676  0.211
H  -2.9317  1.3986  -0.1116  0.215
H  -1.4955  0.9734  1.3388  0.201
H  0.2325  -2.3719  -1.2321  0.222
H  2.5804  -1.2169  -1.1521  0.192
H  1.2799  -0.5254  1.3866  0.221
H  2.6107  0.7459  0.4832  0.234
H  0.1878  1.6139  0.3464  0.207
O  -1.8231  -0.5714  -0.0308  -0.513
O  1.2569  0.7601  -1.4176  -0.508

For the highest occupied orbital energy, the calculation gives -8.4 eV. The charge is 0.



The following is a quantum chemistry calculation of a molecular structure, C44H44GeN7Ti, from OMol25.

Each line ends with the Mulliken charge.
Cartesian coordinates (Å):
Ti  0.4787  0.5197  -0.4282  -1.280
C  -2.0525  -0.7653  -2.6033  0.329
C  -1.5313  0.1733  -3.6948  -0.702
C  -0.5205  1.2394  -3.2585  -0.350
N  0.5853  0.7327  -2.4492  0.449
C  1.7347  0.3111  -2.9866  1.200
C  1.8902  0.1768  -4.3776  -0.981
C  2.9245  -0.3075  -5.1579  -0.762
C  4.1264  -0.8791  -4.7806  -0.697
C  4.5590  -1.0432  -3.4781  -0.833
C  3.9849  -0.6325  -2.2861  -1.137
C  2.7993  0.0623  -1.9897  1.701
N  2.4914  0.4774  -0.7505  0.684
C  3.4960  0.6093  0.2965  -0.660
C  3.0906  -0.0671  1.6010  -1.209
C  1.9227  0.6227  2.2943  -0.253
N  0.6435  0.4292  1.6122  0.672
C  -0.4483  -0.0259  2.2351  0.235
C  -0.4063  -0.6106  3.5170  -0.499
C  -1.3899  -1.0742  4.3746  -0.929
C  -2.7635  -1.1297  4.2213  -0.873
C  -3.4516  -0.7577  3.0822  -0.841
C  -2.9765  -0.2670  1.8779  -0.434
C  -1.6883  0.0617  1.4223  1.410
N  -1.4806  0.5089  0.1774  0.502
C  -2.5880  0.9019  -0.6966  -1.112
C  -3.0828  -0.2085  -1.6195  -0.944
H  -2.5172  -1.6170  -3.1068  0.522
H  -1.2111  -1.1923  -2.0517  -0.741
H  -1.0798  -0.4414  -4.4786  0.411
H  -2.3735  0.6897  -4.1658  0.494
H  -0.1358  1.7670  -4.1354  0.803
H  -1.0122  2.0102  -2.6683  -1.224
H  1.0319  0.5001  -4.9492  0.217
H  2.7396  -0.2630  -6.2254  0.377
H  4.7700  -1.2433  -5.5701  0.379
H  5.5043  -1.5605  -3.3564  0.369
H  4.5751  -0.8997  -1.4214  0.260
H  4.4670  0.2318  -0.0157  0.450
H  3.6308  1.6812  0.4859  0.101
H  2.8796  -1.1277  1.4325  0.162
H  3.9480  -0.0116  2.2765  0.562
H  1.8824  0.3191  3.3368  0.588
H  2.1163  1.6984  2.3077  -0.373
H  0.5870  -0.7135  3.9273  0.364
H  -1.0105  -1.4522  5.3178  0.426
H  -3.3406  -1.5138  5.0517  0.424
H  -4.5280  -0.8866  3.1147  0.414
H  -3.7515  -0.1156  1.1404  0.397
H  -3.4111  1.3015  -0.0994  0.868
H  -2.2441  1.7540  -1.2798  -0.411
H  -3.4553  -1.0393  -1.0115  0.444
H  -3.9451  0.1742  -2.1737  0.462
Ge  0.5682  3.1530  -0.3127  2.403
C  -1.0625  4.0752  -0.9183  -0.414
C  -2.2091  4.1451  -0.1263  0.172
C  -3.3599  4.7713  -0.5808  -0.677
C  -3.3905  5.3374  -1.8485  -0.551
C  -2.2606  5.2794  -2.6502  -0.734
C  -1.1111  4.6538  -2.1861  -0.285
C  1.0265  3.8156  1.4752  -0.595
C  2.2224  4.4978  1.6896  -0.187
C  2.6039  4.8978  2.9644  -0.711
C  1.7882  4.6231  4.0517  -0.510
C  0.5894  3.9481  3.8560  -0.922
C  0.2206  3.5451  2.5823  0.612
H  1.6829  3.6657  -1.2606  -0.241
H  -2.2152  3.7110  0.8669  0.227
H  -4.2331  4.8231  0.0574  0.462
H  -4.2868  5.8282  -2.2046  0.414
H  -2.2688  5.7298  -3.6347  0.439
H  -0.2328  4.6331  -2.8235  0.466
H  2.8700  4.7300  0.8507  0.411
H  3.5360  5.4302  3.1051  0.436
H  2.0812  4.9355  5.0454  0.403
H  -0.0562  3.7332  4.6986  0.451
H  -0.7042  2.9898  2.4638  0.225
N  -1.8287  -9.2058  3.8486  -0.468
C  -1.4977  -8.3218  3.1947  -0.044
C  -1.0856  -7.2177  2.3779  0.551
C  0.0577  -7.3290  1.5892  -0.844
C  0.4616  -6.2606  0.8090  -0.547
C  -0.2909  -5.0942  0.8123  0.386
C  -1.4386  -4.9784  1.5855  -0.148
C  -1.8311  -6.0411  2.3790  -0.869
N  0.1232  -3.9894  0.0207  0.171
C  0.6060  -4.0190  -1.2687  -0.924
C  0.8525  -2.7256  -1.6071  -0.878
N  0.5375  -1.9049  -0.5495  0.992
C  0.1098  -2.6951  0.4105  -1.212
H  0.6305  -8.2454  1.6006  0.461
H  1.3636  -6.3262  0.2158  0.518
H  -2.0265  -4.0701  1.5559  0.590
H  -2.7216  -5.9706  2.9876  0.467
H  0.6972  -4.9409  -1.8149  0.558
H  1.2199  -2.3357  -2.5411  0.601
H  -0.2001  -2.3891  1.3963  0.915

For the highest occupied orbital energy, the calculation gives -9.7 eV. The charge is +1.



The following is a quantum chemistry calculation of 10 unconnected molecules or ions with the total composition H20O10, from OMol25.

Each line ends with the natural charge from an NBO analysis.
Cartesian coordinates (Å):
O  0.1976  1.6518  1.3623  -0.998
H  0.3192  2.4425  0.7664  0.500
H  -0.6424  1.2374  1.1388  0.477
O  -0.7526  -1.4551  0.7220  -1.003
H  -0.2572  -0.6354  0.7821  0.473
H  -0.3851  -2.0588  0.0460  0.507
O  0.5440  3.2996  -1.0715  -0.976
H  0.3835  2.9212  -2.0000  0.496
H  1.4461  3.6821  -1.1142  0.491
O  -0.7318  -2.3992  3.1386  -0.960
H  0.0575  -1.9942  2.8016  0.471
H  -1.2687  -2.7783  2.4227  0.488
O  0.8024  -2.1134  -1.1990  -0.955
H  1.5137  -2.7583  -1.2149  0.488
H  0.9472  -1.7624  -2.0855  0.486
O  -1.4401  0.7492  -1.2801  -0.960
H  -1.6989  0.9270  -0.3572  0.486
H  -2.2064  0.1948  -1.5496  0.467
O  -0.8431  -0.3943  -3.8365  -0.930
H  -1.6671  -0.9188  -4.0276  0.462
H  -0.8031  -0.6110  -2.8947  0.467
O  -2.2988  0.9235  1.5918  -0.974
H  -3.1773  1.1680  1.9276  0.498
H  -1.9852  0.3112  2.2746  0.502
O  2.8403  -1.8566  1.2778  -0.935
H  2.2527  -1.5283  1.9630  0.460
H  2.5707  -1.2646  0.5487  0.475
O  2.5084  1.6786  -0.1555  -0.953
H  1.7284  1.4131  -0.6467  0.469
H  2.0461  1.9288  0.6689  0.478

For the highest occupied orbital energy, the calculation gives -10.7 eV. The charge is 0. Its structure (SMILES) is O.O.O.O.O.O.O.O.O.O.



The following is a quantum chemistry calculation of C19H18ClFN8O in the gas phase, from OMol25.

Each line ends with the natural charge from an NBO analysis.
Cartesian coordinates (Å):
O  1.9865  5.3973  -5.9980  -0.728
C  2.0773  4.4111  -4.9835  0.103
C  0.8751  3.4584  -5.0936  -0.428
C  0.9701  2.4284  -3.9613  -0.410
C  1.0275  3.1542  -2.5756  -0.027
N  1.1940  2.1133  -1.5599  -0.171
C  0.1751  1.5955  -0.7582  -0.087
C  0.7515  0.5460  -0.0830  0.033
N  -0.0008  -0.2736  0.7766  -0.558
C  0.3731  -1.4764  1.2738  0.573
N  1.5407  -2.0496  1.0253  -0.492
C  1.7541  -3.2259  1.5683  0.154
C  0.8158  -3.8044  2.3851  -0.086
N  0.8513  -5.0399  3.0430  -0.177
N  -0.2538  -5.2121  3.6396  0.008
N  -1.0607  -4.1701  3.3567  -0.224
C  -2.3205  -4.0888  4.0258  0.158
C  -3.0310  -2.8613  4.2347  -0.222
C  -4.2113  -2.8436  5.0351  -0.202
C  -4.7098  -4.0056  5.6036  -0.128
Cl  -6.0896  -3.9615  6.6119  0.046
C  -4.0563  -5.2146  5.3733  0.390
F  -4.3944  -6.4095  5.9824  -0.314
C  -2.9045  -5.2421  4.5896  -0.276
C  -0.3796  -3.1904  2.5864  0.365
N  -0.6134  -2.0037  1.9918  -0.536
C  2.1238  0.4788  -0.5384  -0.068
N  2.3527  1.3968  -1.4546  -0.249
C  2.1920  4.1765  -2.5067  -0.406
C  2.0139  5.1425  -3.6416  -0.414
H  1.8337  5.0042  -6.8791  0.469
H  3.0226  3.8792  -5.1084  0.163
H  -0.0571  4.0512  -5.0381  0.203
H  0.8045  2.9541  -6.0627  0.207
H  1.9326  1.8515  -4.1283  0.219
H  0.1477  1.6891  -4.0133  0.218
H  0.0702  3.6925  -2.4019  0.209
H  -0.8583  1.8805  -0.7677  0.218
H  -0.9769  -0.0958  1.0196  0.423
H  2.6300  -3.7980  1.4159  0.209
H  -2.6162  -1.9707  3.7953  0.239
H  -4.6713  -1.9099  5.2399  0.235
H  -2.4072  -6.2183  4.4489  0.259
H  2.8347  -0.2232  -0.1190  0.236
H  3.1202  3.6752  -2.6509  0.221
H  2.2208  4.7157  -1.5442  0.219
H  2.8257  5.8810  -3.6239  0.222
H  1.0953  5.7160  -3.5306  0.205

For the highest occupied orbital energy, the calculation gives -8.1 eV. The charge is 0. Its structure (SMILES) is O[C@H]1CC[C@H](n2cc(Nc3ncc4nnn(-c5ccc(Cl)c(F)c5)c4n3)cn2)CC1.



The following is a quantum chemistry calculation of a molecular structure, C18H37IrOP3Se, from OMol25.

Each line ends with the Löwdin spin population.
Cartesian coordinates (Å):
Ir  -0.1649  -0.3795  1.3285  1.119
P  0.1655  1.5714  2.5937  0.149
P  -2.3803  0.2015  1.1846  0.270
P  2.1323  -0.4451  1.0693  0.275
H  -1.6694  -3.6084  -4.8358  0.000
C  -0.9133  -4.2484  -4.3485  0.000
C  -0.7041  -4.3147  -2.9953  0.000
H  -1.3656  -3.8547  -2.2099  0.000
C  0.3858  3.2201  1.8058  0.041
C  -1.1205  2.0805  3.8177  0.016
C  1.5873  1.6706  3.7676  0.016
C  -2.9711  -0.7494  -0.2595  0.097
C  -3.2324  -0.4935  2.6711  0.051
C  -2.9806  1.9172  0.8968  0.025
C  2.4366  -1.5471  -0.3577  0.093
C  2.9058  -1.3024  2.5203  0.048
C  3.0878  1.0785  0.6808  0.029
H  -0.3280  -4.8771  -5.0574  0.000
H  0.1388  -4.9290  -2.6232  0.000
H  0.5059  3.9812  2.5914  0.007
H  -0.4930  3.4881  1.2094  0.000
H  1.2874  3.2465  1.1866  0.001
H  -0.7186  2.9380  4.3753  0.004
H  -1.3078  1.2928  4.5516  0.000
H  -2.0675  2.4003  3.3792  0.000
H  1.3724  2.4662  4.4960  0.004
H  2.5387  1.9315  3.2963  0.000
H  1.6987  0.7493  4.3428  0.000
H  -4.0472  -0.5997  -0.4219  0.019
H  -2.7697  -1.8119  -0.0692  0.005
H  -2.4093  -0.4243  -1.1478  0.006
H  -4.3025  -0.2479  2.6717  0.012
H  -2.7947  -0.0780  3.5876  0.001
H  -3.1085  -1.5881  2.7126  0.000
H  -4.0792  1.9331  0.8152  0.006
H  -2.5561  2.2828  -0.0505  0.006
H  -2.6949  2.6282  1.6813  0.000
H  3.5183  -1.6873  -0.5015  0.019
H  1.9937  -1.0903  -1.2566  0.004
H  1.9543  -2.5168  -0.1650  0.004
H  3.8101  -1.8561  2.2193  0.010
H  2.1679  -2.0070  2.9512  0.004
H  3.1890  -0.5821  3.2959  0.000
H  4.1151  0.7989  0.3785  0.007
H  3.1466  1.7809  1.5299  0.000
H  2.6019  1.5791  -0.1770  0.007
C  0.3410  1.0336  -3.2102  0.183
C  0.0180  -0.3452  -3.1746  0.061
C  0.1710  -1.1049  -4.3447  0.041
C  0.6479  -0.5169  -5.5425  0.204
C  0.9503  0.8520  -5.5849  0.013
C  0.8068  1.6082  -4.4280  0.108
Se  0.0104  2.1476  -1.7409  0.534
H  -0.1473  1.2282  -0.4470  0.088
H  -0.3816  -0.7888  -2.2408  0.008
H  -0.1276  -2.1614  -4.2717  0.000
H  0.7772  -1.0865  -6.4735  0.008
H  1.2883  1.2771  -6.5406  -0.001
H  1.0340  2.6691  -4.4892  0.003
O  -0.5623  -2.8945  2.9839  0.143
C  -0.3867  -1.9158  2.3737  0.252

For the highest occupied orbital energy (spin up / spin down), the calculation gives -16.3 / -16.8 eV. The charge is +3. As for the multiplicity: 5.



The following is a quantum chemistry calculation of a molecular structure, C31H27CuN5PS, from OMol25.

Each line ends with the Löwdin spin population.
Cartesian coordinates (Å):
Cu  0.2153  -1.6399  -1.0569  0.613
N  2.8919  -1.0376  -4.4300  0.011
C  2.2122  -1.2450  -3.3024  0.022
S  0.6629  -1.9836  -3.3910  0.137
N  2.7759  -0.8710  -2.1731  0.015
N  2.0802  -1.0148  -1.0793  0.092
C  2.5517  -0.6907  0.0880  -0.003
C  3.9069  -0.1220  0.2415  0.000
C  5.0318  -0.9320  0.1458  0.000
C  6.2918  -0.3807  0.2980  0.000
C  6.4326  0.9785  0.5261  0.001
C  5.3135  1.7921  0.5960  0.000
C  4.0521  1.2458  0.4504  0.000
C  1.6341  -0.8515  1.1881  0.007
C  1.8016  0.0115  2.3926  0.002
C  1.0694  -0.4249  3.6687  0.000
C  -0.1200  -1.3625  3.4333  0.002
C  -0.4084  -1.7190  1.9606  0.002
N  0.6465  -1.6663  1.0054  0.043
H  2.5287  -1.3641  -5.3083  0.002
H  3.8171  -0.6443  -4.3771  0.001
H  4.9167  -1.9902  -0.0340  0.000
H  7.1636  -1.0154  0.2409  0.000
H  7.4156  1.4079  0.6359  0.000
H  5.4183  2.8538  0.7641  0.000
H  3.1762  1.8764  0.4871  0.000
H  2.8496  0.2642  2.5454  0.000
H  1.6881  -0.6322  4.5369  0.000
H  -0.2532  -2.1653  4.1530  0.000
H  -0.9322  -2.6717  1.8624  0.000
N  -1.4498  -2.8387  -1.0245  0.048
C  -2.7599  -2.2474  -0.8721  0.003
C  -3.8738  -3.0752  -0.8587  0.002
C  -5.1463  -2.5414  -0.7721  0.000
C  -5.3103  -1.1702  -0.6675  0.000
C  -4.2061  -0.3407  -0.6524  0.000
C  -2.9192  -0.8649  -0.7656  0.000
P  -1.4433  0.2083  -0.9110  -0.002
C  -2.2047  1.8010  -1.3649  0.000
C  -2.5710  2.7524  -0.4177  0.000
C  -3.1552  3.9370  -0.8252  0.000
C  -3.3785  4.1754  -2.1718  0.000
C  -3.0315  3.2202  -3.1143  0.000
C  -2.4398  2.0355  -2.7165  0.000
C  -0.9499  0.4831  0.8237  -0.001
C  0.0781  1.3075  1.0431  -0.001
C  0.8637  1.2726  2.3065  0.001
C  0.1304  0.7947  3.5699  0.000
C  -1.0609  -0.1453  3.3306  0.000
C  -1.3764  -0.4899  1.8647  -0.001
H  -1.2970  -3.5398  -0.3006  0.001
H  -1.4060  -3.3266  -1.9209  -0.001
H  -3.7390  -4.1447  -0.9297  0.000
H  -6.0043  -3.1932  -0.7964  0.000
H  -6.2992  -0.7462  -0.6007  0.000
H  -4.3370  0.7277  -0.5688  0.000
H  -2.4020  2.5611  0.6323  0.000
H  -3.4378  4.6736  -0.0880  0.000
H  -3.8274  5.1056  -2.4836  0.000
H  -3.2184  3.4032  -4.1609  0.000
H  -2.1608  1.2843  -3.4439  0.000
H  0.4023  1.9868  0.2658  0.000
H  1.4186  2.1953  2.4632  0.000
H  0.0144  1.5276  4.3621  0.000
H  -1.9172  -0.0027  3.9811  0.000
H  -2.4129  -0.7944  1.7150  0.000

For the highest occupied orbital energy (spin up / spin down), the calculation gives -10.8 / -10.7 eV. The charge is +1. As for the multiplicity: 2.



What is the charge in the fifth record?
+3